1.
Density functional theory data (wB97M-V/def2-TZVPD) for a molecular structure, C17H31BiN2O2P2 in a non-equilibrium geometry.

The geometry in ORCA input format:
```
! RIJCOSX wB97M-V def2-TZVPD def2/J DEFGRID3
* xyz 2 1
Bi 0.212 0.635 0.310
P 2.572 -0.936 0.247
C 2.504 -1.601 -1.434
C 1.293 -1.585 -2.184
N 0.078 -1.005 -1.741
C -1.107 -1.551 -2.116
C -1.190 -2.576 -3.055
C -0.010 -2.984 -3.681
C 1.196 -2.390 -3.361
C -2.389 -1.059 -1.439
P -2.291 0.599 -0.605
H 2.117 -2.678 -3.858
H -2.157 -3.011 -3.295
H -0.046 -3.793 -4.395
H -3.245 -1.036 -2.145
H -2.691 -1.770 -0.644
H 3.589 1.661 -3.559
H 3.465 -1.636 -2.053
H 0.910 2.889 -3.080
O 3.533 2.410 -3.004
H 3.941 2.241 -2.033
H 0.496 1.874 -1.259
O 0.405 3.056 -2.255
H 0.852 3.743 -1.659
C -2.645 1.755 -1.966
H -3.640 1.562 -2.396
H -2.626 2.789 -1.595
H -1.923 1.667 -2.790
C -3.663 0.681 0.588
H -3.441 1.465 1.327
H -4.627 0.918 0.109
H -3.765 -0.270 1.133
C 2.350 -2.691 0.847
H 3.295 -3.229 0.659
H 2.012 -2.783 1.891
H 1.619 -3.136 0.151
C 4.246 -0.268 0.732
H 4.233 0.011 1.805
H 5.071 -0.984 0.551
H 4.452 0.643 0.143
C -0.730 -1.641 2.818
C -0.886 -0.286 3.382
C -1.512 0.154 4.565
C -1.399 1.566 4.595
C -0.759 1.941 3.389
C -0.420 3.266 2.859
N -0.479 0.811 2.659
H 0.245 -2.065 3.104
H -0.797 -1.641 1.708
H -1.514 -2.288 3.238
H -1.941 -0.527 5.296
H -1.788 2.243 5.346
H -1.283 3.697 2.336
H -0.140 3.955 3.663
H 0.417 3.191 2.151
*
```

Results
HOMO-LUMO gap (spin up / spin down), eV: 3.49 / 3.99
HOMO level (spin up / spin down), Eh: -0.4441 / -0.4445
E_LUMO (spin up / spin down), eV: -8.59 / -8.10
Maximum force, eV/A: 4.6
ΔE to the lowest compared entry with this formula, charge and spin, eV: 5.400



2.
Density functional theory data (wB97M-V/def2-TZVPD) for 4 unconnected molecules or ions with the total composition C34H71N4O12P in a non-equilibrium geometry.

The geometry in ORCA input format:
```
! RIJCOSX wB97M-V def2-TZVPD def2/J DEFGRID3
* xyz 0 1
C 1.071 3.346 5.708
O 1.897 2.570 4.755
C 1.549 1.121 4.818
C 2.478 0.394 3.654
C 2.021 0.980 2.175
C 1.203 -0.123 1.262
C -0.339 -0.243 1.848
C -0.379 -1.539 2.889
C -1.930 -1.939 3.236
C -2.543 -1.252 4.589
C -2.151 -1.771 5.924
P -0.931 -3.167 6.328
O -1.574 -4.171 7.406
O -0.322 -4.081 4.988
O 0.461 -2.435 7.148
C -2.876 -1.019 7.231
O -2.585 -1.471 8.478
C -3.940 0.227 7.104
C -4.280 0.736 5.740
C -5.314 2.019 5.666
C -4.467 3.440 5.797
N -4.163 4.064 4.452
C -3.584 0.006 4.422
O -3.911 0.556 3.223
H 0.806 4.415 5.268
H 0.117 2.715 5.989
H 1.726 3.508 6.684
H 0.392 0.947 4.662
H 1.845 0.762 5.906
H 2.496 -0.774 3.723
H 3.592 0.756 3.846
H 3.028 1.283 1.613
H 1.306 1.916 2.292
H 1.732 -1.164 1.388
H 1.218 0.148 0.100
H -1.072 -0.454 0.937
H -0.707 0.727 2.412
H 0.307 -1.407 3.828
H 0.070 -2.449 2.260
H -2.581 -1.599 2.294
H -2.080 -3.123 3.283
H 0.513 -3.570 4.691
H 0.192 -1.464 7.286
H -4.416 0.728 8.060
H -5.868 2.014 4.635
H -6.079 2.014 6.575
H -3.441 3.294 6.368
H -5.089 4.232 6.421
H -4.892 3.783 3.743
H -4.241 5.111 4.501
C 2.422 5.609 -4.014
O 1.121 6.033 -3.632
C 0.088 5.423 -4.414
C -0.784 4.524 -3.523
N -0.041 3.333 -3.094
C -0.737 2.553 -2.066
C -0.913 3.215 -0.685
O 0.317 3.421 0.013
C 0.954 4.660 -0.273
H 3.152 6.172 -3.426
H 2.559 4.545 -3.806
H 2.600 5.812 -5.075
H 0.488 4.867 -5.271
H -0.534 6.235 -4.808
H -1.673 4.215 -4.082
H -1.104 5.116 -2.659
H 0.862 3.621 -2.725
H -0.157 1.633 -1.927
H -1.719 2.249 -2.448
H -1.491 2.520 -0.065
H -1.503 4.137 -0.730
H 0.239 5.457 -0.496
H 1.657 4.537 -1.098
H 1.533 4.953 0.606
C 2.418 -8.068 -1.363
O 2.196 -7.998 0.038
C 3.413 -7.988 0.793
C 3.562 -6.648 1.530
N 3.829 -5.557 0.586
C 3.758 -4.227 1.199
C 2.376 -3.758 1.696
O 1.430 -3.549 0.645
C 0.683 -4.705 0.289
H 1.448 -8.148 -1.861
H 2.917 -7.164 -1.721
H 3.014 -8.951 -1.618
H 4.291 -8.200 0.169
H 3.334 -8.790 1.535
H 4.388 -6.719 2.245
H 2.636 -6.466 2.085
H 3.150 -5.601 -0.171
H 4.102 -3.515 0.439
H 4.476 -4.173 2.025
H 2.518 -2.777 2.165
H 1.965 -4.407 2.477
H 0.512 -5.372 1.139
H 1.184 -5.240 -0.520
H -0.287 -4.377 -0.091
C -3.159 0.572 -6.203
O -2.105 -0.348 -6.450
C -2.098 -0.834 -7.797
C -0.822 -0.368 -8.516
N -0.857 1.078 -8.760
C 0.420 1.618 -9.238
C 1.606 1.586 -8.252
O 1.434 2.440 -7.120
C 0.769 1.832 -6.021
H -3.143 0.836 -5.143
H -3.021 1.485 -6.789
H -4.130 0.120 -6.434
H -2.998 -0.540 -8.351
H -2.089 -1.929 -7.740
H -0.734 -0.895 -9.473
H 0.034 -0.639 -7.890
H -1.105 1.553 -7.895
H 0.235 2.665 -9.507
H 0.705 1.103 -10.162
H 2.480 1.976 -8.787
H 1.873 0.569 -7.945
H 0.972 0.760 -5.949
H -0.306 2.013 -6.087
H 1.122 2.311 -5.104
*
```

Results
HOMO-LUMO gap, eV: 6.33
HOMO level, Eh: -0.3178
E_LUMO, eV: -2.31
Maximum force, eV/A: 8.5



3.
Density functional theory data (wB97M-V/def2-TZVPD) for a molecular structure, C3H3NO2 in a non-equilibrium geometry.

The geometry in ORCA input format:
```
! RIJCOSX wB97M-V def2-TZVPD def2/J DEFGRID3
* xyz 0 1
C 0.612 0.921 0.142
C 1.621 0.614 0.895
C -0.231 0.425 -0.980
N -1.525 -1.001 0.284
O -0.285 -0.744 -0.166
O 2.372 0.520 1.779
H -1.534 -1.767 1.116
H -1.117 1.007 -1.137
H 0.087 0.025 -1.932
*
```

Results
HOMO-LUMO gap (spin up / spin down), eV: 7.82 / 8.87
HOMO level (spin up / spin down), Eh: -0.3330 / -0.3354
E_LUMO (spin up / spin down), eV: -1.24 / -0.26
Maximum force, eV/A: 4.0
ΔE to the lowest compared entry with this formula, charge and spin, eV: 7.780



4.
Density functional theory data (wB97M-V/def2-TZVPD) for 7 unconnected molecules or ions with the total composition C2H16ClO6 in a non-equilibrium geometry.

The geometry in ORCA input format:
```
! RIJCOSX wB97M-V def2-TZVPD def2/J DEFGRID3
* xyz -1 1
Cl -16.204 -13.477 6.914
C -21.364 -18.595 7.203
O -21.187 -17.350 7.977
H -20.827 -18.577 6.254
H -20.892 -19.369 7.808
H -22.361 -19.031 7.149
H -20.265 -17.084 8.015
C -10.716 -15.006 3.254
O -12.084 -14.836 2.877
H -10.367 -16.029 3.114
H -10.045 -14.460 2.592
H -10.426 -14.837 4.291
H -12.563 -14.466 3.623
O -20.998 -10.761 7.382
H -20.317 -11.430 7.312
H -20.877 -10.386 8.255
O -12.299 -15.285 10.176
H -12.700 -16.105 10.465
H -12.824 -15.013 9.423
O -13.709 -10.519 10.594
H -13.978 -11.049 9.844
H -13.303 -11.143 11.196
O -19.288 -15.556 1.995
H -18.486 -15.246 1.574
H -19.033 -15.726 2.902
*
```

Results
HOMO-LUMO gap, eV: 6.98
HOMO level, Eh: -0.1538
E_LUMO, eV: 2.79
Maximum force, eV/A: 2.5
ΔE to the lowest compared entry with this formula, charge and spin, eV: 2.898



5.
Density functional theory data (wB97M-V/def2-TZVPD) for a molecular structure, C31H40HgIN7O2S2Se.

The geometry in ORCA input format:
```
! RIJCOSX wB97M-V def2-TZVPD def2/J DEFGRID3
* xyz -1 2
Hg 0.491 0.278 0.650
N -2.689 -2.323 3.410
C -2.054 -2.457 2.237
N -2.001 -1.298 1.624
C -2.638 -0.467 2.491
N -3.074 -1.041 3.595
C -2.812 0.978 2.224
C -3.348 1.833 3.179
N -3.507 3.132 2.943
C -3.102 3.567 1.755
C -2.566 2.711 0.800
N -2.429 1.413 1.028
H -2.867 -3.012 4.118
H -1.647 -3.387 1.880
H -3.657 1.451 4.143
H -3.198 4.626 1.549
H -2.231 3.090 -0.157
C 5.418 -4.782 -3.494
C 4.137 -4.282 -2.839
C 4.425 -3.153 -1.858
N 3.220 -2.627 -1.221
C 2.204 -2.048 -1.900
S 0.614 -2.327 -1.519
N 2.530 -1.227 -2.963
C 3.636 -0.401 -3.207
O 3.825 0.004 -4.332
C 4.503 0.028 -2.071
C 3.946 0.382 -0.852
C 4.756 0.864 0.164
C 6.123 0.972 -0.037
C 6.681 0.627 -1.264
C 5.868 0.174 -2.289
H 5.216 -5.593 -4.195
H 6.123 -5.156 -2.748
H 5.913 -3.981 -4.047
H 3.633 -5.096 -2.313
H 3.444 -3.916 -3.601
H 4.960 -2.350 -2.363
H 5.073 -3.503 -1.053
H 2.863 -3.181 -0.451
H 1.753 -1.039 -3.607
H 2.876 0.310 -0.699
H 4.311 1.161 1.103
H 6.757 1.343 0.759
H 7.748 0.721 -1.422
H 6.274 -0.066 -3.264
C 6.335 4.873 -1.335
C 4.988 4.466 -0.798
C 4.793 4.216 0.551
C 3.546 3.876 1.067
C 3.418 3.622 2.544
C 2.431 3.779 0.217
Se 0.711 3.344 0.930
C 2.625 4.012 -1.156
C 1.494 3.870 -2.133
C 3.886 4.352 -1.635
H 7.125 4.657 -0.614
H 6.372 5.944 -1.553
H 6.569 4.345 -2.262
H 5.639 4.280 1.229
H 4.396 3.675 3.027
H 2.969 2.645 2.739
H 2.748 4.348 3.010
H 1.230 2.815 -2.250
H 1.774 4.272 -3.109
H 0.597 4.373 -1.770
H 4.009 4.526 -2.701
I 1.538 -3.125 2.374
C 1.901 -1.077 1.905
H 2.015 -0.564 2.857
H 2.834 -1.084 1.345
O 0.134 -0.078 -4.207
S -0.469 0.410 -2.907
C -1.351 1.916 -3.358
C -2.415 1.442 -4.338
C -3.077 0.217 -3.681
C -2.056 -0.424 -2.717
H -0.632 2.621 -3.772
H -1.766 2.319 -2.430
H -1.911 1.135 -5.255
H -3.133 2.223 -4.589
H -3.396 -0.496 -4.441
H -3.965 0.512 -3.120
H -1.864 -1.480 -2.890
H -2.324 -0.285 -1.666
*
```

Results
HOMO-LUMO gap (spin up / spin down), eV: 4.58 / 5.89
HOMO level (spin up / spin down), Eh: -0.0900 / -0.1387
E_LUMO (spin up / spin down), eV: 2.13 / 2.11
Maximum force, eV/A: 0.6
ΔE to the lowest compared entry with this formula, charge and spin, eV: 0.339



6.
Density functional theory data (wB97M-V/def2-TZVPD) for a single NO3P molecule in a non-equilibrium geometry.

The geometry in ORCA input format:
```
! RIJCOSX wB97M-V def2-TZVPD def2/J DEFGRID3
* xyz 0 1
N 0.632 -0.031 -0.143
O 0.944 1.001 0.348
O -1.758 -0.012 0.720
O 1.369 -0.997 -0.330
P -1.187 0.038 -0.595
*
```

Results
HOMO-LUMO gap, eV: 8.80
HOMO level, Eh: -0.3904
E_LUMO, eV: -1.82
Maximum force, eV/A: 2.9
ΔE to the lowest compared entry with this formula, charge and spin, eV: 1.063



7.
Density functional theory data (wB97M-V/def2-TZVPD) for 2 unconnected molecules or ions with the total composition H2N2O3Si in a non-equilibrium geometry.

The geometry in ORCA input format:
```
! RIJCOSX wB97M-V def2-TZVPD def2/J DEFGRID3
* xyz 0 1
N -2.692 -0.464 0.898
N -3.127 0.424 1.405
O -0.513 1.988 0.166
O -1.860 -1.107 0.387
O -3.905 1.107 1.925
Si 0.036 0.602 -0.027
H 0.586 -0.275 0.965
H -0.180 -0.105 -1.370
*
```

Results
HOMO-LUMO gap, eV: 10.04
HOMO level, Eh: -0.3836
E_LUMO, eV: -0.40
Maximum force, eV/A: 5.0
ΔE to the lowest compared entry with this formula, charge and spin, eV: 2.159



8.
Density functional theory data (wB97M-V/def2-TZVPD) for a single C4H6O2 molecule in a non-equilibrium geometry.

The geometry in ORCA input format:
```
! RIJCOSX wB97M-V def2-TZVPD def2/J DEFGRID3
* xyz 0 1
O 0.452 0.108 1.499
C -0.378 -0.384 2.390
C -0.430 0.661 0.483
C 0.373 0.597 -0.773
C 0.443 -0.675 -1.491
O -0.378 0.392 -1.952
H 0.130 -1.313 2.705
H -0.808 1.638 0.789
H -1.272 -0.030 0.386
H 1.211 1.290 -0.827
H 1.314 -0.885 -2.108
H -0.084 -1.551 -1.107
*
```

Results
HOMO-LUMO gap, eV: 9.02
HOMO level, Eh: -0.3188
E_LUMO, eV: 0.34
Maximum force, eV/A: 1.2
ΔE to the lowest compared entry with this formula, charge and spin, eV: 5.490